{"formula": "C2H6N2O", "method": "ωB97M-V/def2-TZVPD", "charge": 0, "gap_ev": 10.08, "elements": ["C", "C", "H", "H", "H", "H", "H", "H", "N", "N", "O"], "positions_angstrom": [[-0.209, 0.452, -1.280], [-0.250, -0.816, 1.391], [0.212, -0.260, -1.798], [-0.618, 1.430, -1.884], [-1.194, -0.103, -0.777], [-0.010, 1.491, 0.352], [1.657, -0.924, 0.290], [0.005, -1.734, 1.919], [0.742, 0.817, -0.179], [0.871, -0.322, 0.525], [-1.207, -0.031, 1.442]], "nbo_charge": [-0.412, 0.490, 0.169, 0.199, 0.184, 0.370, 0.386, 0.153, -0.444, -0.494, -0.601]}

{"formula": "C2H6N2O", "method": "ωB97M-V/def2-TZVPD", "charge": 0, "gap_ev": 9.98, "elements": ["C", "C", "H", "H", "H", "H", "H", "H", "N", "N", "O"], "positions_angstrom": [[-0.593, 1.367, 0.070], [0.861, -0.629, 0.057], [0.400, 1.882, 0.019], [-1.340, 1.729, -0.767], [-1.085, 1.486, 1.154], [-1.853, -1.060, -0.733], [0.783, -1.708, 0.326], [2.718, -0.469, 0.089], [-0.363, -0.066, -0.264], [1.896, 0.129, -0.036], [-1.495, -0.841, 0.157]], "nbo_charge": [-0.454, 0.253, 0.253, 0.204, 0.205, 0.474, 0.177, 0.345, -0.182, -0.706, -0.570]}

{"formula": "C2H6N2O", "method": "ωB97M-V/def2-TZVPD", "charge": 0, "gap_ev": 9.24, "elements": ["C", "C", "H", "H", "H", "H", "H", "H", "N", "N", "O"], "positions_angstrom": [[1.477, 0.631, 0.012], [-1.388, -0.529, -0.206], [1.978, 0.154, 0.880], [0.693, 1.264, 0.238], [2.177, 1.212, -0.538], [0.365, -1.863, 0.737], [-2.138, -1.093, 0.151], [-2.592, 1.000, -0.243], [-0.096, -0.853, -0.041], [-1.576, 0.702, -0.299], [1.097, -0.624, -0.693]], "nbo_charge": [-0.257, 0.222, 0.169, 0.213, 0.183, 0.348, 0.167, 0.340, -0.339, -0.689, -0.358]}

{"formula": "C2H6N2O2", "method": "ωB97M-V/def2-TZVPD", "charge": 0, "gap_ev": 9.84, "elements": ["C", "C", "N", "N", "O", "O", "H", "H", "H", "H", "H", "H"], "positions_angstrom": [[0.872, -0.312, 0.594], [0.376, 0.782, -0.917], [-0.180, -0.687, 1.371], [-0.950, 0.313, -0.919], [-1.216, -0.747, -1.548], [-1.704, 0.676, -0.010], [1.530, 0.367, 1.014], [1.381, -1.113, 0.125], [0.380, 1.918, -0.572], [0.985, 0.283, -1.604], [-0.802, 0.034, 1.568], [-0.672, -1.513, 0.898]], "nbo_charge": [-0.104, -0.349, -0.763, 0.466, -0.458, -0.435, 0.186, 0.197, 0.243, 0.233, 0.398, 0.387]}

{"formula": "C2H6N2O2", "method": "ωB97M-V/def2-TZVPD", "charge": 0, "gap_ev": 9.96, "elements": ["C", "C", "H", "H", "H", "H", "H", "H", "N", "N", "O", "O"], "positions_angstrom": [[-0.873, -0.762, 0.140], [-0.229, 0.539, 0.544], [-0.367, -0.618, -1.653], [-0.175, -1.657, 0.298], [-1.765, -0.876, 0.734], [0.025, 2.147, 1.567], [1.203, 1.485, -0.282], [1.769, -1.208, -0.522], [-0.708, 1.379, 1.373], [1.017, 0.552, 0.016], [-1.262, -0.628, -1.184], [1.365, -0.353, -1.031]], "nbo_charge": [-0.122, 0.386, 0.481, 0.151, 0.207, 0.324, 0.367, 0.490, -0.659, -0.344, -0.707, -0.576]}

{"formula": "C2H6N2O2", "method": "ωB97M-V/def2-TZVPD", "s2": 0.75, "charge": 1, "gap_ev": [11.72, 7.91], "multiplicity": 2, "elements": ["C", "N", "H", "H", "H", "H", "N", "C", "O", "O", "H", "H"], "positions_angstrom": [[1.721, -0.328, 2.252], [1.400, -0.801, 1.119], [0.969, 0.240, 2.782], [2.692, -0.534, 2.692], [2.077, -1.447, 0.725], [0.386, -0.437, 0.586], [-0.656, 0.534, 0.389], [-0.837, 0.227, -1.070], [-1.804, 0.815, -1.652], [-0.019, -0.502, -1.538], [-0.347, 1.508, 0.418], [-1.595, 0.572, 0.787]], "nbo_charge": [0.101, -0.590, 0.206, 0.229, 0.425, 0.456, -0.870, 0.813, -0.113, -0.501, 0.420, 0.425]}

{"formula": "C2H6N2O2S", "method": "ωB97M-V/def2-TZVPD", "charge": 0, "gap_ev": 10.53, "elements": ["C", "C", "N", "N", "O", "O", "S", "H", "H", "H", "H", "H", "H"], "positions_angstrom": [[2.256, -0.274, 0.557], [2.449, -0.870, -0.768], [1.528, 0.304, -0.305], [-3.379, 0.594, 0.100], [-1.136, 1.267, -0.291], [-1.510, -0.931, 0.960], [-1.911, 0.457, 0.952], [2.801, -0.082, 1.483], [-0.268, 0.963, -0.275], [3.282, -0.857, -1.466], [1.785, -1.640, -0.933], [-3.714, -0.225, -0.377], [-3.342, 1.217, -0.600]], "nbo_charge": [0.090, -0.322, -0.355, -1.062, -0.916, -0.945, 1.636, 0.222, 0.500, 0.202, 0.184, 0.388, 0.380]}

{"formula": "C2H6N2O3", "method": "ωB97M-V/def2-TZVPD", "charge": 0, "gap_ev": 9.56, "elements": ["C", "C", "H", "H", "H", "H", "H", "H", "N", "N", "O", "O", "O"], "positions_angstrom": [[-1.343, -0.619, 0.093], [0.110, -0.245, -0.054], [-3.011, 0.181, -0.158], [-1.467, -0.646, 1.299], [-1.365, -1.778, -0.118], [-0.532, 1.577, 0.406], [2.043, 1.443, -0.437], [2.910, -1.389, -0.012], [0.362, 1.060, 0.501], [1.050, -1.082, -0.386], [-2.173, 0.282, -0.572], [1.153, 1.849, -0.406], [2.262, -0.632, -0.156]], "nbo_charge": [-0.129, 0.291, 0.477, 0.178, 0.200, 0.371, 0.481, 0.493, -0.344, -0.161, -0.693, -0.588, -0.576]}

{"formula": "C2H6N2O3", "method": "ωB97M-V/def2-TZVPD", "charge": 0, "gap_ev": 10.83, "elements": ["C", "O", "N", "N", "H", "H", "H", "H", "C", "O", "O", "H", "H"], "positions_angstrom": [[1.778, -0.616, -0.090], [0.873, 1.795, -0.120], [0.434, 0.968, -1.154], [0.846, -0.210, -1.144], [0.429, 2.631, -0.346], [2.749, -0.130, -0.225], [1.932, -1.698, -0.150], [1.390, -0.396, 0.910], [-1.920, -0.451, 0.850], [-2.580, 0.075, -0.194], [-1.563, -1.613, 0.872], [-2.603, -0.652, -0.851], [-1.765, 0.296, 1.642]], "nbo_charge": [-0.503, -0.586, 0.115, -0.165, 0.487, 0.219, 0.217, 0.218, 0.638, -0.672, -0.591, 0.498, 0.126]}

{"formula": "C2H6N2O3", "method": "ωB97M-V/def2-TZVPD", "charge": 0, "gap_ev": 10.57, "elements": ["C", "C", "N", "N", "O", "O", "O", "H", "H", "H", "H", "H", "H"], "positions_angstrom": [[-1.309, 0.136, -0.048], [0.215, -0.327, 0.008], [0.951, 1.131, -0.575], [0.794, -0.564, 1.231], [-1.539, 1.218, 0.647], [-2.169, -0.450, -0.684], [0.269, -1.339, -0.932], [0.543, 1.340, -1.437], [1.952, 0.903, -0.747], [0.136, -0.876, 1.919], [-0.640, 1.425, 1.074], [1.451, -1.325, 0.846], [-0.655, -1.272, -1.301]], "nbo_charge": [0.737, 0.438, -0.903, -0.853, -0.634, -0.586, -0.721, 0.345, 0.361, 0.388, 0.520, 0.401, 0.506]}

ΔE to the lowest compared entry with this formula, charge and spin values (in eV) by entry order: 3.609; 3.241; 6.534; 5.375; 3.779; 1.294; 4.033; 5.793; 3.647; 2.225.
Total energy values (in Eh) by entry order: -264.45468; -264.46820; -264.34719; -339.63512; -339.69378; -339.44287; -737.85487; -414.88272; -414.96160; -415.01384.